Entry from the OMol25 dataset: an isolated molecule of C18H21BrN2O4 in a non-equilibrium geometry (ωB97M-V with the def2-TZVPD basis set).

Structure (XYZ):
```
46
C18H21BrN2O4 | the OMol25 dataset | ωB97M-V with the def2-TZVPD basis set
C -0.80736 -0.13930 -1.69514
H 3.96046 1.02400 1.77392
C 4.25174 1.06100 -0.36573
H -0.16221 2.42058 -0.72281
H -7.91512 -1.34378 1.24043
H -1.57059 0.55833 -2.08354
C -1.94999 -0.98127 0.76301
H 0.00297 -0.20886 -2.42377
H 2.23186 3.59488 -0.20606
O 3.40040 2.06468 -0.71451
C 5.39539 -0.41071 1.15393
H -1.89709 -1.85576 -2.43937
H -2.10328 1.11310 0.24964
C 2.59117 2.67234 0.26299
H -5.94617 -1.72237 3.08635
C 4.48054 0.60378 0.92842
H 5.57168 -0.76204 2.15895
O -4.67967 -1.65590 1.46001
H -2.73067 -0.92394 1.51551
C -1.43948 -1.51714 -1.50914
H -0.89186 0.74051 1.50639
C -4.84505 -1.49879 0.12357
O -4.07343 -1.71739 -2.05437
C -6.86004 -1.42101 1.07757
C 0.49281 1.54298 -0.55577
H 6.40054 -0.97112 -2.02808
C 1.38086 1.80326 0.66900
H 4.76846 0.84803 -2.42416
C -5.89650 -1.60930 2.02101
Br 7.33331 -2.36738 0.41113
H -6.60176 -1.22182 -1.13184
H 1.72763 0.83794 1.05014
H -1.17727 -1.67860 1.10389
C 4.95281 0.48221 -1.42683
H 1.14980 1.44050 -1.42303
C 5.86231 -0.52872 -1.20430
C -3.76570 -1.55299 -0.88145
H -0.67245 -2.22793 -1.18755
C 6.07853 -0.97037 0.09141
H 3.16706 2.94109 1.15654
N -0.25972 0.31325 -0.42756
C -1.31819 0.39845 0.56315
C -6.18143 -1.35551 -0.15701
N -2.47030 -1.46354 -0.49330
H 0.31052 3.23607 1.44330
O 0.70444 2.40853 1.74503
```

* energy above the lowest of the compared OMol25 structures with the same formula, charge and spin: 14.2 kcal/mol
* frontier orbital gap: 9.182 eV
* structure (SMILES): O=C(c1ccco1)N1CCN(C[C@H](O)COc2ccc(Br)cc2)CC1

Entry from the OMol25 dataset: a structure of composition C18H21ClN4O3PSTi (ωB97M-V with the def2-TZVPD basis set).

Structure (XYZ):
```
50
C18H21ClN4O3PSTi | the OMol25 dataset | ωB97M-V with the def2-TZVPD basis set
C -1.27365 0.10699 -1.46816
C -3.20172 -2.69416 1.94247
Ti 1.23822 0.50425 -0.28919
C -3.40580 -1.35353 3.87189
H -2.01246 -1.87597 5.34468
N 2.78625 -1.08475 -0.84362
C -2.37460 -0.54584 -2.00630
H -2.84415 -0.33628 0.75700
C 3.61273 -0.03022 -0.93184
C 4.64099 -2.55661 -0.65990
H -4.09465 -2.06798 4.32670
N -2.00344 -1.78125 4.32931
H 5.64171 0.68410 -0.96354
H 0.61253 2.88013 -1.58882
H -2.95243 0.64769 2.21178
C -1.10816 1.48877 -1.65644
C -2.05669 2.20170 -2.37024
O 2.99158 1.12297 -0.99111
H -0.70217 -3.42581 4.01036
Cl -4.35193 2.43988 -3.79518
N -1.85997 -3.13611 2.31055
C -3.32973 0.17718 -2.71534
S 1.45243 -0.21702 2.11263
N -3.51305 -1.36756 2.46288
C -2.66486 -0.33535 1.83305
P -0.76268 -0.56018 2.09500
H -2.46959 -1.61925 -1.88896
C 0.14959 2.03122 -1.08691
H 6.57839 -1.61768 -0.74512
C -3.16037 1.53826 -2.89139
H -3.28076 -2.67241 0.85742
C -0.94462 -0.78297 3.94090
H 0.00571 -1.13128 4.34370
H -2.43834 -3.83890 4.17462
H 2.56550 -3.11373 -0.59274
H -3.57406 -0.35516 4.27421
C -0.79332 -2.36299 1.64753
H -0.91430 -2.42849 0.56661
H -1.93931 3.26624 -2.52737
H 0.17534 -2.79162 1.90509
O -0.28859 -0.55199 -0.82163
O 0.27280 2.00249 0.28042
H -1.19834 0.17093 4.40562
H -3.92799 -3.40838 2.33916
C -1.71692 -3.15835 3.71777
H -4.18770 -0.31903 -3.14801
H 5.01606 -3.56361 -0.55200
C 3.28850 -2.31180 -0.68597
C 5.00825 -0.18824 -0.89630
C 5.50690 -1.46162 -0.77070
```

* energy above the lowest of the compared OMol25 structures with the same formula, charge and spin: 0.0 kcal/mol
* multiplicity: 2
* frontier orbital gap (alpha / beta): 5.532 / 6.379 eV

Entry from the OMol25 dataset: a structure of composition C18H21ClN5O10S2Sc (ωB97M-V with the def2-TZVPD basis set).

Structure (XYZ):
```
58
C18H21ClN5O10S2Sc | the OMol25 dataset | ωB97M-V with the def2-TZVPD basis set
C 2.04897 1.18070 2.41918
Cl -2.97178 -2.30340 1.80773
N -0.87202 0.48115 1.74729
S 1.50454 -2.18218 1.60897
H -0.94557 1.43340 1.38245
O -5.42859 -0.55285 -3.96799
H 0.50902 2.83330 -3.93073
O -0.46722 -2.11934 -1.37930
C 5.50626 -1.84084 1.99810
H -5.07820 0.92919 -1.57637
H 2.55274 0.89706 0.43479
O -3.71267 -2.74266 0.65809
C 0.81242 1.52502 3.23484
O 0.06041 0.16397 -3.32648
C 3.59778 -1.27266 0.00391
N -3.26718 0.49202 -0.54674
C -0.31669 0.51397 3.11171
H -1.71242 3.78726 -2.14954
O -1.71575 -2.83445 -3.09743
N -0.08195 1.30216 -1.32581
O -1.55242 -2.26855 1.51059
H 3.82536 -2.50204 3.15965
O -3.85069 -2.08539 -4.25977
C -0.67478 3.45046 -2.18546
H 5.26602 -0.60543 -1.14169
H 2.81919 1.94261 2.60457
N -2.24082 -0.35143 -0.68472
Sc 0.19962 -0.68482 0.01624
H 1.31356 1.94876 0.67343
C 5.91160 -1.30586 0.78274
H 6.96023 -1.10280 0.59223
C -0.37544 2.54261 -3.36284
C 4.96239 -1.02677 -0.18982
H -1.80017 0.06625 1.79885
C -0.10097 1.18805 -2.70371
O -3.20892 -3.17631 2.92427
C -0.42619 2.55560 -0.97397
H 0.04960 -0.48450 3.35534
C -1.47224 -2.08455 -2.13749
C -2.47801 -1.03271 -1.78386
C 3.18685 -1.81772 1.24430
H -2.98511 -2.41629 -3.81161
O -3.40135 -0.94746 2.16361
C 4.15740 -2.08633 2.21472
H 2.44796 0.21917 2.74351
H -3.35863 1.01092 0.31024
C -3.69759 -0.62589 -2.37653
C -4.39769 -1.08506 -3.60186
H 0.44424 2.51644 2.94227
S 2.46080 -0.91314 -1.28775
H -0.04041 4.33413 -2.11117
H 6.23095 -2.06285 2.77415
C -4.16905 0.35483 -1.53434
H -1.19871 2.42602 -4.06684
H 1.10333 1.59220 4.28805
N 1.72648 1.07814 0.99547
O -0.55397 2.98109 0.18234
H -1.10448 0.76782 3.83014
```

* energy above the lowest of the compared OMol25 structures with the same formula, charge and spin: 0.0 kcal/mol
* net charge: -2
* frontier orbital gap: 6.137 eV

Entry from the OMol25 dataset: a cluster of 3 separate species, C18H21F3I2N in total (ωB97M-V with the def2-TZVPD basis set).

Structure (XYZ):
```
45
C18H21F3I2N | the OMol25 dataset | ωB97M-V with the def2-TZVPD basis set
C -0.80296 -0.25022 -2.27984
C -1.68884 1.18654 2.63074
H -2.48556 1.39496 -4.71660
C -0.47935 -2.13451 2.84461
H 0.62800 -3.83324 1.26211
H 4.93673 2.22359 -2.95073
C -2.61638 2.06688 1.85280
H 1.94182 2.92853 0.05029
C -3.15917 -0.83803 -2.25750
C -1.87684 -0.94395 -1.76617
C -1.03557 0.60074 -3.35204
H 2.06675 0.54961 0.71356
C -2.31300 0.73468 -3.87812
C 2.69003 0.92182 -0.09048
H 0.18472 -0.36805 -1.85669
H 0.54424 -2.76948 -0.15466
H -0.15232 -0.99220 1.04963
H -2.30478 2.08382 0.80190
F 5.18427 -0.27977 -2.39073
H 3.37726 3.77207 -1.77886
C 3.55843 0.05354 -0.73823
C 2.62006 2.25737 -0.46020
C 3.42552 2.73147 -1.48730
I -3.72211 -1.04842 2.58523
C 4.29763 1.87942 -2.14970
H 3.63868 -0.99136 -0.46928
H -0.17648 -0.39299 3.96910
H 2.00411 -2.81351 0.85790
N -0.98105 -0.95228 3.64755
F -1.65649 -1.77452 -0.70059
C 4.34318 0.55570 -1.75775
H -4.36330 0.11686 -3.74408
H -1.37276 -2.66000 2.50414
C 0.91163 -2.85446 0.86880
I 0.08012 2.11508 3.19959
H -3.64530 1.70284 1.90372
H -1.46099 -1.32034 4.47395
C -3.36825 0.01672 -3.33204
C 0.39198 -1.69191 1.69231
H -3.96159 -1.41462 -1.81858
C -1.93955 -0.07433 2.94835
F 1.44162 -0.96887 2.29450
H -2.58000 3.09131 2.22529
H 0.08496 -2.77182 3.53083
H -0.20907 1.15534 -3.77670
```

* net charge: +1
* frontier orbital gap: 7.945 eV

Entry from the OMol25 dataset: a structure of composition C18H21F5HfNO2PS3 in a non-equilibrium geometry (ωB97M-V with the def2-TZVPD basis set).

Structure (XYZ):
```
52
C18H21F5HfNO2PS3 | the OMol25 dataset | ωB97M-V with the def2-TZVPD basis set
H 3.96384 -4.38279 -4.72893
C 0.39076 -2.65841 1.33810
C 1.12858 -2.34598 -2.51527
H 2.90340 -3.68748 -5.93397
F -0.91640 -4.40428 2.19540
H 4.45160 -2.90454 -5.57337
O -2.50818 2.58469 1.73089
H -3.71016 -0.40183 2.85768
S 0.19214 1.36240 1.19151
P -1.04468 2.85208 2.21376
C -1.20698 4.19519 -0.72644
F 1.14779 -5.29881 3.68652
C 3.37288 -1.37156 -3.69949
C 1.30069 -4.23021 2.93376
Hf -0.09888 -0.00171 -0.78239
C 1.78515 -3.12564 -3.43383
S -0.97322 -2.11158 0.37132
H -0.23772 3.72045 -0.89572
C 2.92348 -2.63557 -4.08332
C -1.17510 5.04703 0.52562
H -2.44377 6.17974 1.82878
H -2.77297 6.41185 0.11287
H -0.40767 5.81218 0.43732
C -3.32621 1.37019 1.73791
H -1.98173 -0.08565 2.61370
H -4.33072 1.74542 1.92713
H 3.01555 0.34129 -2.46973
H 4.27210 -0.95210 -4.12958
H 1.40886 -4.11520 -3.65685
H -1.42867 4.83302 -1.58161
C -2.50737 5.67178 0.86758
C 2.51552 -3.55410 2.93130
S -0.43220 2.49640 3.96177
H -3.57139 1.50212 -0.41314
C -2.94881 0.37762 2.81649
C 2.67436 -2.43362 2.12807
F 3.81355 -1.76273 2.10093
C 2.67239 -0.64084 -2.76990
C -3.28562 0.76737 0.33999
H -2.90792 0.85898 3.79064
F 3.50364 -3.96655 3.69157
C 1.61115 -2.03415 1.35342
F 1.75594 -0.93448 0.54658
O -0.69417 4.26234 1.68801
H 0.24204 -2.71307 -2.01449
C 3.60850 -3.43584 -5.13998
C 0.24901 -3.77573 2.15455
H -1.98756 3.43497 -0.65107
N 1.54724 -1.09794 -2.18808
H -2.26894 0.37904 0.11084
H -3.99072 -0.06174 0.28818
H -3.29238 4.91797 0.91496
```

* net charge: +2
* frontier orbital gap: 5.350 eV

| no. | DFT total energy (a.u.) |
| --- | --- |
| 1 | -3682.9653 |
| 2 | -3192.4892 |
| 3 | -3742.1758 |
| 4 | -1647.9683 |
| 5 | -2986.4528 |